[1]
{
  "formula": "C5H11N3",
  "method": "ωB97M-V/def2-TZVPD",
  "symbols": ["H", "H", "H", "N", "H", "C", "H", "N", "H", "H", "H", "H", "H", "C", "C", "C", "H", "N", "C"],
  "xyz": [[-1.650247, 3.231270, 1.356255], [-1.195734, 0.852599, -1.823070], [1.459311, -0.706053, 2.203984], [1.030293, 0.083138, 1.737985], [-0.856413, 1.864560, 2.139535], [-1.284550, 2.204503, 1.184719], [1.453288, -3.762604, -1.050566], [0.365942, 0.261850, -0.601132], [-0.164284, -2.895348, -0.877140], [2.626324, -1.552649, -0.519958], [0.523355, 2.573864, 0.386663], [-1.593233, -0.536569, -0.786018], [-0.507769, -0.737452, -2.194495], [1.556348, -1.721118, -0.544272], [0.663339, -0.033704, 0.576954], [0.920789, -2.834383, -0.829173], [-2.163037, 1.587550, 0.967039], [-0.367653, 2.189959, 0.064728], [-0.816071, -0.069413, -1.392037]],
  "atomic_forces_ev_per_a": [[0.09, -0.11, -0.17], [0.08, 0.04, 0.08], [-0.02, 0.00, -0.15], [-0.22, -0.01, 0.10], [-0.02, 0.02, -0.17], [0.01, -0.24, 0.31], [-0.03, 0.12, -0.10], [-0.34, 0.52, 1.14], [0.03, -0.01, 0.15], [0.01, 0.04, 0.02], [0.02, -0.19, -0.01], [-0.02, -0.02, -0.07], [-0.04, -0.07, 0.05], [0.40, -0.89, 0.40], [0.32, -0.57, -1.69], [-0.01, -0.04, -0.09], [0.05, 0.08, -0.04], [-0.57, 1.46, -0.02], [0.24, -0.14, 0.26]],
  "lowdin_charge": [0.08, 0.07, 0.08, 0.18, 0.05, -0.22, 0.05, 0.00, 0.04, 0.05, 0.05, 0.08, 0.07, -0.04, -0.39, -0.09, 0.06, -0.02, -0.09],
  "spin_multiplicity": 1,
  "gap_ev": [8.906, 8.116],
  "e_above_lowest_kcal_mol": 169.59,
  "homo_ev": [-8.29, -7.43]
}

[2]
{
  "formula": "C5H11N3",
  "method": "ωB97M-V/def2-TZVPD",
  "symbols": ["H", "C", "H", "H", "C", "N", "C", "N", "H", "C", "H", "H", "H", "C", "H", "H", "H", "H", "N"],
  "xyz": [[1.663075, -0.566498, -1.908558], [1.008843, 0.559424, 1.767765], [-1.722868, -1.053750, 1.703792], [-2.649755, 0.865913, -1.433266], [-0.409987, -0.811866, -1.333459], [-2.371144, 1.433693, -0.599420], [-1.010044, -0.441929, 0.013132], [-1.549760, 0.912150, 0.121246], [-1.088490, -0.500228, -2.138088], [0.868327, -0.045841, -1.377804], [2.238695, 0.720651, 0.122828], [1.895520, 0.603187, 2.397384], [0.749010, 1.006635, -1.623830], [1.384682, 0.082600, 0.370449], [0.581749, 1.560139, 1.755497], [1.779403, -0.930704, 0.447965], [0.325551, -0.125700, 2.262404], [-0.254286, -1.888777, -1.327539], [-1.438521, -1.379099, 0.779501]],
  "atomic_forces_ev_per_a": [[0.19, 0.40, 0.27], [-1.32, 0.27, -0.18], [-0.65, 0.33, -0.27], [0.13, -0.36, 0.09], [-0.68, 0.45, 0.49], [-0.55, 0.03, -1.13], [-3.80, -1.79, -2.26], [1.76, -0.05, 2.59], [-0.01, -0.38, -0.02], [0.07, 1.04, 3.76], [0.32, -0.25, 0.09], [0.28, -0.10, -0.29], [0.02, -0.17, -0.54], [2.76, -0.61, -3.04], [-0.18, -0.01, 0.10], [0.13, -0.04, 0.27], [-0.18, 0.12, 0.07], [-0.11, 0.06, -0.12], [1.81, 1.07, 0.13]],
  "lowdin_charge": [0.10, -0.15, 0.05, 0.07, -0.20, 0.09, -0.46, -0.02, 0.10, -0.10, 0.08, 0.07, 0.09, -0.19, 0.06, 0.08, 0.05, 0.12, 0.17],
  "spin_multiplicity": 1,
  "smiles": "[H]/N=N\\C(CCCC)=N/[H]",
  "gap_ev": 9.265,
  "e_above_lowest_kcal_mol": 103.64,
  "homo_ev": -8.84
}

[3]
{
  "formula": "C5H11N3",
  "method": "ωB97M-V/def2-TZVPD",
  "symbols": ["N", "H", "H", "H", "C", "H", "H", "H", "N", "C", "N", "H", "C", "H", "H", "C", "H", "C", "H"],
  "xyz": [[1.603708, 1.115747, -1.334606], [1.587487, 2.095352, -1.643604], [-2.084419, 0.908606, -1.772692], [-0.547625, 2.741341, -0.039419], [-0.790099, -1.638032, 1.755453], [2.365103, -1.207553, 0.850289], [2.120748, -1.344536, -0.897442], [-0.097142, -1.532972, 2.596997], [-0.584342, -0.536230, 0.836983], [0.658497, 0.904734, -0.493213], [-1.595639, 1.777932, -1.582697], [1.280580, -2.455565, 0.193486], [-0.979314, 1.784524, -0.315160], [-1.656832, 1.484227, 0.475949], [-1.800315, -1.562660, 2.166143], [0.496605, -0.436183, 0.164477], [-0.665240, -2.623910, 1.300511], [1.627208, -1.426081, 0.074611], [-0.938970, 1.951258, -2.336066]],
  "atomic_forces_ev_per_a": [[-0.88, 0.63, 1.60], [-0.13, -0.22, -0.27], [0.17, 0.13, 0.07], [-0.42, 0.55, -0.27], [-0.16, -0.02, -0.11], [0.02, -0.05, -0.03], [-0.03, 0.14, 0.19], [0.03, -0.15, -0.08], [0.73, -0.32, 0.25], [-2.84, -0.42, -0.78], [-0.48, -0.01, -0.64], [0.01, 0.13, 0.12], [3.69, 0.25, -0.21], [0.52, -0.51, -0.15], [0.11, -0.11, -0.11], [-0.02, 0.16, 0.43], [0.06, -0.05, 0.05], [-0.18, -0.15, -0.17], [-0.19, 0.01, 0.09]],
  "lowdin_charge": [0.11, 0.05, 0.08, 0.07, -0.12, 0.09, 0.07, 0.09, 0.01, -0.21, -0.02, 0.07, -0.19, 0.08, 0.07, -0.34, 0.07, -0.04, 0.07],
  "spin_multiplicity": 1,
  "smiles": "[H]/N=C(CN)/C(C)=N/C",
  "gap_ev": 8.955,
  "e_above_lowest_kcal_mol": 56.61,
  "homo_ev": -8.29
}

[4]
{
  "formula": "C5H11N3",
  "method": "ωB97M-V/def2-TZVPD",
  "symbols": ["H", "H", "C", "C", "H", "H", "H", "H", "H", "H", "H", "H", "N", "N", "H", "C", "C", "N", "C"],
  "xyz": [[-1.586165, 0.300610, 0.972292], [0.744011, -0.957818, 2.392126], [0.218857, 1.562169, -0.835343], [0.394732, 0.460221, 0.141403], [1.275557, 2.002472, -1.149972], [-0.248857, 1.460339, 1.869685], [1.470512, -1.898266, -1.939253], [1.358142, 0.095120, 0.244541], [-0.643080, -0.237223, 3.348050], [-0.714964, 1.562517, -2.927435], [0.891916, -2.694020, -0.781440], [-1.145673, -1.474068, 2.114860], [0.599011, -2.012863, -1.479742], [-0.653067, -0.242962, -2.137123], [-0.431485, 2.258887, -0.431869], [-0.478005, 1.002301, -2.060191], [-0.456805, 0.491837, 1.394067], [-0.265637, -1.001110, -1.153844], [-0.329000, -0.678142, 2.419189]],
  "atomic_forces_ev_per_a": [[2.38, 1.55, 1.09], [-0.83, -0.60, 0.52], [3.09, -0.83, -1.20], [-2.20, -1.80, -1.47], [-2.31, -0.44, 0.58], [-0.66, -0.11, -0.02], [0.66, 1.64, -1.13], [1.97, -0.58, 0.41], [0.16, -0.29, 0.71], [-0.58, 0.81, -0.39], [-1.55, 0.55, 0.60], [2.30, 1.10, 0.72], [0.03, -1.65, -0.15], [0.20, -0.21, -2.34], [-0.92, 1.98, 0.81], [0.58, -0.57, 0.33], [-2.54, -1.48, -1.65], [1.13, 0.93, 4.65], [-0.90, 0.00, -2.06]],
  "lowdin_charge": [0.16, 0.07, -0.18, -0.17, 0.15, 0.10, 0.06, 0.08, 0.04, 0.09, 0.08, 0.11, 0.01, -0.02, 0.07, -0.14, -0.27, -0.14, -0.12],
  "spin_multiplicity": 1,
  "gap_ev": 8.304,
  "e_above_lowest_kcal_mol": 116.21,
  "homo_ev": -7.31
}

[5]
{
  "formula": "C5H11N3",
  "method": "ωB97M-V/def2-TZVPD",
  "symbols": ["C", "H", "H", "C", "C", "H", "H", "H", "H", "C", "C", "H", "N", "N", "H", "N", "H", "H", "H"],
  "xyz": [[0.792757, -0.665427, 1.583587], [-1.720055, 0.437919, 1.087261], [-1.048086, 2.064299, 1.299830], [0.212482, -1.855412, 1.476446], [-1.337028, 1.308819, 0.564764], [0.035733, 0.831186, -2.970231], [1.872944, -1.371796, -0.633161], [-0.031395, -2.268683, 0.506399], [0.178877, 1.655892, -0.802192], [-0.545358, 0.011456, -2.546899], [1.188412, 0.187335, 0.408225], [-1.060184, -0.657658, -3.231248], [1.691722, -0.377248, -0.749481], [-0.200720, 0.890380, -0.244346], [0.954671, -0.227935, 2.564544], [-0.523553, -0.347630, -1.329964], [1.769624, 1.053150, 0.756774], [-2.103538, 1.730284, -0.088522], [-0.127306, -2.398931, 2.348213]],
  "atomic_forces_ev_per_a": [[-0.31, 0.03, -0.08], [-0.06, -0.04, -0.01], [0.24, -0.10, -0.17], [-0.27, 0.29, -0.02], [-0.54, -0.12, -0.41], [-0.32, 0.22, 0.14], [-0.24, 0.16, 0.10], [0.11, -0.04, -0.05], [-0.05, -0.10, -0.07], [0.25, 0.28, 0.39], [1.00, -1.05, -1.06], [0.24, -0.19, 0.04], [0.52, 0.20, 1.02], [0.80, -1.51, -1.53], [0.06, -0.07, 0.04], [-1.03, 1.77, 1.45], [-0.52, 0.39, -0.02], [-0.08, -0.05, 0.18], [0.18, -0.07, 0.05]],
  "lowdin_charge": [-0.16, 0.08, 0.10, 0.00, -0.06, 0.07, 0.01, 0.05, 0.13, -0.08, -0.45, 0.07, -0.05, -0.08, 0.09, 0.05, 0.10, 0.08, 0.05],
  "spin_multiplicity": 1,
  "gap_ev": [7.568, 7.570],
  "e_above_lowest_kcal_mol": 139.83,
  "homo_ev": [-6.76, -6.76]
}

[6]
{
  "formula": "C5H11N3",
  "method": "ωB97M-V/def2-TZVPD",
  "symbols": ["H", "H", "H", "H", "C", "H", "C", "N", "H", "H", "H", "H", "N", "C", "H", "C", "N", "C", "H"],
  "xyz": [[-2.774173, 1.457860, 0.405350], [-2.933659, -0.158174, -0.473252], [2.180753, -1.979859, -0.242036], [1.406614, -1.909210, 1.210364], [0.720458, 0.408858, -0.065468], [-0.310859, 0.454833, -1.827898], [-1.077336, -0.802491, 1.648061], [-1.978973, 1.257008, -1.528124], [2.862596, 0.271901, -0.084943], [-1.707782, 2.239405, -1.513374], [2.154101, 0.336529, 1.541682], [-1.675816, -1.303332, 2.358760], [2.176205, -1.532681, 0.667585], [2.047783, -0.096565, 0.544224], [0.644031, -0.904277, -1.601869], [-0.458640, -0.181938, 0.823932], [0.604743, 0.099587, -1.449157], [-2.533769, 0.847542, -0.468168], [0.653724, 1.495003, 0.054332]],
  "atomic_forces_ev_per_a": [[0.17, 0.04, -0.06], [0.16, -0.21, 0.17], [0.00, -0.04, 0.10], [0.03, -0.02, -0.09], [-1.56, -0.40, 1.43], [1.25, -0.70, 0.38], [0.01, 0.22, -0.19], [-0.24, 0.17, -0.21], [-0.12, 0.06, 0.05], [-0.02, 0.01, 0.33], [0.02, 0.04, -0.08], [-0.25, -0.17, 0.19], [0.07, -0.13, -0.12], [-0.26, 0.14, 0.08], [-0.09, 0.13, 0.01], [2.23, 0.33, -0.48], [-0.73, 0.13, -1.04], [-0.81, 0.47, -0.47], [0.13, -0.07, 0.01]],
  "lowdin_charge": [0.08, 0.07, 0.06, 0.05, -0.41, 0.04, 0.09, 0.00, 0.11, 0.06, 0.11, 0.03, 0.00, -0.26, 0.07, -0.11, 0.02, -0.16, 0.13],
  "spin_multiplicity": 1,
  "smiles": "C#C[C@H](N)CN.C=N",
  "gap_ev": 10.145,
  "e_above_lowest_kcal_mol": 78.27,
  "homo_ev": -9.17
}